Entry from the Open Molecules 2025 dataset: a cluster of 13 separate species, C32H93N3O13 in total at a distorted geometry (ωB97M-V/def2-TZVPD).

```
! RIJCOSX wB97M-V def2-TZVPD def2/J DEFGRID3
* xyz 0 1
C -4.54 -3.25 1.24
C -4.43 -1.87 0.63
C -4.40 -2.03 -0.87
O -3.07 -2.43 -1.25
C -2.93 -2.47 -2.71
N -5.68 -1.07 0.98
H -4.44 -3.14 2.32
H -3.76 -3.99 0.97
H -5.50 -3.70 0.96
H -3.57 -1.31 0.94
H -4.55 -1.06 -1.38
H -5.13 -2.74 -1.26
H -1.88 -2.61 -2.94
H -3.28 -1.52 -3.11
H -3.51 -3.31 -3.10
H -6.47 -1.31 0.38
H -5.99 -1.41 1.90
C 7.44 2.55 -1.20
C 5.97 2.19 -1.11
C 5.05 3.00 -2.04
O 3.75 2.50 -1.90
C 2.86 3.26 -2.71
N 5.84 0.73 -1.28
H 7.73 3.59 -0.94
H 7.79 2.45 -2.22
H 8.02 1.85 -0.61
H 5.62 2.44 -0.08
H 5.36 2.88 -3.07
H 5.02 4.04 -1.75
H 1.86 2.84 -2.55
H 3.17 3.13 -3.74
H 2.89 4.30 -2.37
H 6.07 0.56 -2.25
H 4.84 0.56 -1.18
C -1.92 -1.19 3.78
C -1.64 -2.17 4.93
C -0.60 -3.19 4.52
O -1.05 -4.07 3.48
C -1.89 -5.11 3.98
N -1.19 -1.39 6.10
H -2.68 -0.44 3.98
H -2.31 -1.78 2.92
H -0.98 -0.71 3.50
H -2.58 -2.65 5.18
H -0.34 -3.88 5.30
H 0.27 -2.70 4.12
H -2.86 -4.67 4.19
H -1.52 -5.53 4.94
H -1.91 -5.90 3.22
H -0.31 -0.95 5.88
H -1.08 -1.95 6.93
C 2.74 1.76 1.66
C 2.52 0.97 2.87
O 2.11 1.81 4.08
H 3.09 1.23 0.79
H 3.41 2.58 1.89
H 1.82 2.23 1.30
H 3.37 0.37 3.21
H 1.74 0.20 2.79
H 2.88 2.35 4.28
C -0.36 -0.38 -4.11
C 0.67 0.51 -4.75
O 0.27 1.85 -4.68
H -1.35 -0.26 -4.63
H -0.60 -0.20 -3.07
H -0.05 -1.43 -4.10
H 0.89 0.23 -5.79
H 1.66 0.43 -4.26
H -0.57 1.99 -5.11
C -0.40 3.85 3.44
C -1.01 2.56 3.86
O -2.24 2.99 4.51
H -1.09 4.48 2.85
H 0.51 3.70 2.87
H -0.14 4.34 4.37
H -0.36 1.96 4.53
H -1.22 1.93 3.00
H -2.64 2.23 5.00
C -3.99 2.12 -4.52
C -3.81 1.83 -3.06
O -5.08 1.48 -2.54
H -4.72 2.94 -4.66
H -4.40 1.24 -5.01
H -3.06 2.38 -5.01
H -3.48 2.71 -2.54
H -3.04 1.06 -2.92
H -5.02 1.54 -1.56
C -3.20 2.93 0.74
C -4.10 1.90 1.35
O -5.28 1.64 0.50
H -2.45 3.27 1.45
H -3.84 3.74 0.40
H -2.73 2.66 -0.22
H -4.44 2.20 2.34
H -3.58 0.92 1.47
H -5.55 0.71 0.57
C 2.76 -1.02 -2.15
C 3.41 -2.10 -2.97
O 3.49 -1.69 -4.38
H 1.73 -0.95 -2.47
H 3.23 -0.09 -2.42
H 2.72 -1.14 -1.06
H 2.92 -3.09 -2.93
H 4.46 -2.27 -2.62
H 2.57 -1.57 -4.66
C 0.75 -4.51 -1.25
C -0.22 -4.57 -0.10
O 0.52 -4.05 1.08
H 1.68 -4.98 -1.00
H 0.89 -3.47 -1.50
H 0.24 -5.03 -2.04
H -0.60 -5.58 0.10
H -1.11 -3.93 -0.30
H 0.05 -4.15 1.95
C 4.43 -3.70 0.66
C 4.54 -2.55 1.67
O 5.91 -2.40 2.15
H 3.43 -3.80 0.23
H 4.64 -4.65 1.16
H 5.06 -3.55 -0.18
H 4.01 -2.85 2.56
H 4.20 -1.58 1.29
H 6.40 -1.95 1.45
C -0.22 0.51 -0.48
C -0.32 -0.93 0.11
O 0.75 -1.21 1.01
H -0.27 1.16 0.43
H -1.10 0.79 -1.10
H 0.73 0.54 -0.97
H -0.37 -1.64 -0.70
H -1.26 -0.97 0.68
H 0.75 -2.21 1.07
C -1.11 4.60 -1.35
C -0.13 5.60 -1.93
O -0.52 6.94 -1.79
H -2.07 4.71 -1.82
H -1.25 4.73 -0.27
H -0.80 3.57 -1.56
H 0.05 5.37 -3.00
H 0.86 5.53 -1.46
H -1.29 7.23 -2.32
*
```

Calculated values
Highest occupied orbital energy = -0.35165 hartree
Gap between HOMO and LUMO = 9.99 eV
Energy relative to the best compared isomer or geometry (same formula, charge and spin) = 23.6 kcal/mol
LUMO energy = 0.42 eV